Record 1
Below is a 5-piece molecular cluster, C4H20NO4 overall in a non-equilibrium geometry, with properties calculated with the ωB97M-V functional and the def2-TZVPD basis.

Its total energy is -519.9139 a.u. Its gap between HOMO and LUMO is 0.461 hartree. As for the highest occupied orbital energy: -14.802 eV. As for the lowest unoccupied orbital energy: -2.27 eV. As for the total charge: +1.

CARTESIAN COORDINATES (ANGSTROEM)
C: -2.409 0.827 -0.283
C: -0.936 0.882 -0.570
N: -0.109 0.420 0.612
C: -0.187 1.380 1.760
C: -0.545 0.005 -1.755
H: -2.702 -0.155 0.030
H: -2.992 1.018 -1.173
H: -2.711 1.540 0.467
H: -0.635 2.002 -0.850
H: -0.424 -0.491 0.931
H: 0.876 0.356 0.330
H: -1.247 1.524 2.097
H: 0.364 1.010 2.643
H: 0.221 2.322 1.490
H: -0.897 -1.068 -1.620
H: 0.492 -0.161 -1.914
H: -0.948 0.384 -2.706
H: 3.252 0.110 -0.515
H: 2.503 1.459 -0.898
O: 2.487 0.672 -0.353
H: 2.964 2.932 -2.703
H: 3.136 3.679 -1.426
O: 2.682 2.926 -1.806
H: -1.663 -2.151 2.429
H: -0.866 -2.853 1.294
O: -0.951 -2.014 1.722
H: -1.468 -5.058 0.507
H: 0.016 -4.961 0.898
O: -0.724 -4.452 0.623



Record 2
Below is a 5-piece molecular cluster, C4H20NO5 overall in a non-equilibrium geometry, with properties calculated with the ωB97M-V functional and the def2-TZVPD basis.

Its total energy is -595.1065 a.u. Its gap between HOMO and LUMO is 0.402 hartree. As for the highest occupied orbital energy: -13.617 eV. As for the lowest unoccupied orbital energy: -2.66 eV. As for the total charge: +1.

CARTESIAN COORDINATES (ANGSTROEM)
O: -2.822 1.117 -0.700
C: -2.245 0.356 0.355
C: -0.705 0.338 0.302
N: -0.087 -0.234 -0.957
C: -0.476 -1.612 -1.388
C: -0.082 1.672 0.678
H: -2.789 2.034 -0.417
H: -2.559 -0.677 0.261
H: -2.478 0.881 1.283
H: -0.406 -0.424 1.059
H: -0.107 0.462 -1.715
H: 0.903 -0.173 -0.672
H: 0.386 -2.180 -1.718
H: -1.339 -1.452 -2.024
H: -0.797 -2.111 -0.472
H: -0.095 1.670 1.770
H: 0.939 1.830 0.391
H: -0.698 2.493 0.301
H: 2.685 -0.168 0.924
H: 3.103 1.174 0.095
O: 2.487 0.451 0.210
H: 0.185 -1.427 3.184
H: -0.634 -2.387 2.430
O: -0.061 -1.624 2.269
H: 2.857 -3.259 1.255
H: 2.099 -2.502 0.147
O: 2.759 -2.397 0.837
H: 0.222 3.096 -1.895
H: -0.157 2.684 -3.350
O: -0.087 2.369 -2.443